# 1
The following is a DFT calculation (ωB97M-V with the def2-TZVPD basis set) of the molecule C5H12S at a distorted geometry.

The gap between HOMO and LUMO (spin up / spin down) comes out at 0.304 / 0.304 Eh. The value obtained for the energy above the lowest of the compared OMol25 structures with the same formula, charge and spin is 6.827 eV. Its energy is -595.6311 Ha. As for the charge: 0.

Positions of all 18 atoms, in Å:
C1 1.834 -0.751 1.764
S1 0.576 -0.362 0.721
C2 0.410 -1.967 -0.224
C3 0.451 1.289 0.408
C4 -0.478 1.814 -0.908
C5 -1.624 0.810 -1.064
H1 1.562 -1.714 2.220
H2 2.094 -0.010 2.634
H3 -0.721 -0.570 1.258
H4 1.316 -2.349 -0.544
H5 -0.198 -2.779 0.317
H6 -0.305 -1.715 -1.116
H7 1.432 1.600 0.154
H8 -0.884 2.805 -0.562
H9 0.175 2.075 -1.842
H10 -1.278 0.096 -1.786
H11 -1.815 0.371 -0.087
H12 -2.548 1.356 -1.344



# 2
The following is a DFT calculation (ωB97M-V with the def2-TZVPD basis set) of a cluster of 2 separate species, C5H12S in total at a distorted geometry.

The gap between HOMO and LUMO comes out at 0.363 Eh. The value obtained for the energy above the lowest of the compared OMol25 structures with the same formula, charge and spin is 1.376 eV. Its energy is -595.8314 Ha. As for the charge: 0.

Positions of all 18 atoms, in Å:
C1 -2.132 0.029 -0.181
C2 -1.237 0.300 -1.105
C3 -0.808 1.706 -1.337
H1 -2.593 -0.922 0.046
H2 -2.512 0.827 0.439
H3 -0.802 -0.373 -1.830
H4 -1.380 2.100 -2.191
H5 -1.076 2.362 -0.514
H6 0.183 1.952 -1.711
C4 0.555 -1.256 1.523
C5 1.329 -0.446 0.469
S1 3.064 -0.085 0.925
H7 1.304 -1.601 2.232
H8 0.283 -2.210 1.068
H9 -0.280 -0.763 2.005
H10 1.377 -0.973 -0.483
H11 1.008 0.533 0.126
H12 3.718 -1.182 0.519



# 3
The following is a DFT calculation (ωB97M-V with the def2-TZVPD basis set) of a cluster of 2 separate species, C5H12S2Si in total at a distorted geometry.

The gap between HOMO and LUMO comes out at 0.293 Eh. The value obtained for the energy above the lowest of the compared OMol25 structures with the same formula, charge and spin is 3.665 eV. Its energy is -1283.4158 Ha. As for the charge: 0.

Positions of all 20 atoms, in Å:
C1 0.456 1.516 -0.109
C2 0.715 -1.290 -1.181
C3 -1.326 -0.549 1.114
C4 -1.830 0.214 -2.026
C5 2.097 -0.198 2.823
Si1 -0.542 -0.003 -0.596
S1 0.374 2.823 -1.076
S2 3.106 -0.982 1.906
H1 1.438 -0.852 -1.778
H2 1.367 -1.712 -0.398
H3 0.214 -2.163 -1.806
H4 -0.951 0.380 1.605
H5 -2.427 -0.371 1.282
H6 -0.976 -1.491 1.650
H7 -2.044 -0.722 -2.602
H8 -2.817 0.526 -1.917
H9 -1.588 0.987 -2.731
H10 2.473 0.500 3.494
H11 0.985 -0.341 2.621
H12 1.273 3.730 -0.276



# 4
The following is a DFT calculation (ωB97M-V with the def2-TZVPD basis set) of the molecule C5H13BBrOP at a distorted geometry.

The gap between HOMO and LUMO comes out at 0.270 Eh. The value obtained for the energy above the lowest of the compared OMol25 structures with the same formula, charge and spin is 0.557 eV. Its energy is -3213.7444 Ha. As for the charge: 0.

Positions of all 22 atoms, in Å:
C1 2.018 -0.890 -0.389
C2 1.749 0.605 -0.771
C3 0.223 0.976 -0.856
C4 -0.397 1.363 0.517
C5 -0.535 0.193 1.551
B1 -1.777 -0.797 1.358
P1 -2.725 -1.251 -0.268
O1 -1.583 -2.039 -1.278
Br1 -3.258 0.619 -1.439
H1 2.419 -1.510 -1.206
H2 1.092 -1.391 -0.035
H3 2.700 -0.898 0.487
H4 2.303 1.322 -0.135
H5 2.139 0.753 -1.801
H6 0.197 1.902 -1.474
H7 -0.338 0.218 -1.427
H8 -1.369 1.879 0.449
H9 0.302 2.101 0.974
H10 0.415 -0.380 1.657
H11 -0.681 0.670 2.552
H12 -2.151 -1.366 2.337
H13 -0.745 -2.078 -0.804



# 5
The following is a DFT calculation (ωB97M-V with the def2-TZVPD basis set) of the molecule C5H13BO at a distorted geometry.

The gap between HOMO and LUMO comes out at 0.397 Eh. The value obtained for the energy above the lowest of the compared OMol25 structures with the same formula, charge and spin is 0.000 eV. Its energy is -298.4038 Ha. As for the charge: 0.

Positions of all 20 atoms, in Å:
C1 1.550 1.407 -0.155
B1 1.329 -0.116 -0.155
C2 2.478 -1.179 0.230
O1 0.029 -0.757 -0.131
C3 -1.240 -0.132 -0.422
C4 -2.311 -1.212 -0.459
C5 -1.567 0.944 0.671
H1 1.634 1.697 0.956
H2 0.921 2.182 -0.680
H3 2.504 1.591 -0.639
H4 2.504 -1.987 -0.581
H5 2.104 -1.587 1.140
H6 3.317 -0.662 0.518
H7 -1.083 0.507 -1.383
H8 -2.171 -1.879 0.382
H9 -3.199 -0.609 -0.619
H10 -2.012 -1.815 -1.332
H11 -2.507 0.755 1.042
H12 -1.516 1.945 0.185
H13 -0.762 0.909 1.431



# 6
The following is a DFT calculation (ωB97M-V with the def2-TZVPD basis set) of a structure of composition C5H13ClI2IrO2P at a distorted geometry.

The gap between HOMO and LUMO (spin up / spin down) comes out at 0.320 / 0.203 Eh. The value obtained for the energy above the lowest of the compared OMol25 structures with the same formula, charge and spin is 1.620 eV. As for the multiplicity: 6. Its expectation value of S² is 8.782. Its energy is -1848.6940 Ha. As for the charge: +3.

Positions of all 25 atoms, in Å:
I1 -0.023 -1.549 -2.776
I2 -2.702 1.512 0.476
Ir1 -0.746 0.393 -0.647
P1 0.548 2.123 -0.441
C1 0.360 3.575 -1.571
C2 0.424 2.923 1.205
H1 2.665 1.140 0.188
H2 2.908 2.756 -0.593
H3 2.561 1.316 -1.583
C3 2.350 1.804 -0.627
H4 0.814 2.188 1.917
H5 1.038 3.836 1.175
H6 0.959 4.408 -1.142
H7 -0.687 3.878 -1.647
H8 -0.637 3.148 1.394
H9 0.758 3.333 -2.563
C4 -0.826 1.041 -2.381
O1 -0.799 1.478 -3.462
Cl1 0.762 -0.319 1.146
C5 -1.965 -1.742 1.046
O2 -1.673 -1.433 -0.302
H10 -3.060 -1.943 1.092
H11 -1.715 -0.908 1.694
H12 -1.437 -2.652 1.300
H13 -0.926 -1.932 -0.734



# 7
The following is a DFT calculation (ωB97M-V with the def2-TZVPD basis set) of a cluster of 2 separate species, C5H13ClN2 in total at a distorted geometry.

The gap between HOMO and LUMO (spin up / spin down) comes out at 0.251 / 0.246 Eh. As for the multiplicity: 3. Its expectation value of S² is 2.009. Its energy is -767.7224 Ha. As for the charge: 0.

Positions of all 21 atoms, in Å:
C1 2.416 0.057 0.813
C2 -0.252 1.627 -1.452
C3 -0.046 1.699 1.093
C4 1.053 -0.152 0.039
C5 0.230 1.135 -0.075
N1 -1.770 -1.081 -0.426
N2 -1.223 -2.155 -0.005
Cl1 -2.545 -2.979 1.111
H1 2.255 0.722 1.590
H2 2.720 -0.935 1.114
H3 3.163 0.518 0.118
H4 -0.244 2.656 -1.380
H5 0.214 1.280 -2.351
H6 -1.343 1.508 -1.674
H7 -0.497 2.621 1.382
H8 -1.252 -3.118 -0.522
H9 0.214 1.291 2.026
H10 1.213 -0.454 -1.026
H11 0.579 -0.932 0.546
H12 -1.329 -0.268 0.178
H13 -2.746 -0.960 -0.703



# 8
The following is a DFT calculation (ωB97M-V with the def2-TZVPD basis set) of a cluster of 2 separate species, C5H13INO in total at a distorted geometry.

The gap between HOMO and LUMO (spin up / spin down) comes out at 0.290 / 0.290 Eh. The value obtained for the energy above the lowest of the compared OMol25 structures with the same formula, charge and spin is 3.984 eV. Its energy is -625.5906 Ha. As for the charge: +1.

Positions of all 21 atoms, in Å:
C1 -0.992 2.238 -0.973
C2 -0.016 -3.007 -0.660
C3 -0.278 2.248 0.371
C4 -0.450 1.008 1.054
C5 0.864 -0.640 -0.439
N1 0.604 -1.983 0.273
O1 0.244 0.599 2.189
I1 2.854 0.046 0.092
H1 -0.994 3.244 -1.514
H2 -2.095 2.034 -0.956
H3 -0.464 1.565 -1.584
H4 -0.274 -3.773 -0.007
H5 -0.862 -2.533 -1.330
H6 0.606 -3.271 -1.528
H7 -0.969 3.088 0.907
H8 0.742 2.707 0.341
H9 -1.304 0.327 1.044
H10 0.514 -0.791 -1.527
H11 -0.140 -1.832 1.067
H12 1.446 -2.351 0.642
H13 0.964 1.075 2.537



# 9
The following is a DFT calculation (ωB97M-V with the def2-TZVPD basis set) of the ion C5H13IP with charge +1 at a distorted geometry.

The gap between HOMO and LUMO comes out at 0.277 Eh. The value obtained for the energy above the lowest of the compared OMol25 structures with the same formula, charge and spin is 1.472 eV. Its energy is -837.0498 Ha. As for the charge: +1.

Positions of all 20 atoms, in Å:
C1 1.008 -1.741 0.495
C2 -0.131 -0.133 2.064
C3 0.284 0.317 -2.353
C4 -1.101 1.885 -0.371
C5 0.561 -0.223 0.729
P1 -0.382 0.311 -0.650
I1 -2.384 -1.854 -0.447
H1 0.833 -2.327 1.486
H2 1.974 -1.800 0.200
H3 0.304 -2.097 -0.273
H4 -1.074 -0.711 1.978
H5 -0.172 0.912 2.480
H6 0.593 -0.711 2.685
H7 1.161 1.069 -2.314
H8 -0.323 0.794 -3.108
H9 0.538 -0.660 -2.707
H10 -1.731 2.314 -1.131
H11 -0.232 2.576 -0.366
H12 -1.355 1.864 0.671
H13 1.629 0.217 0.932



# 10
The following is a DFT calculation (ωB97M-V with the def2-TZVPD basis set) of a structure of composition C5H13KO2 at a distorted geometry.

The gap between HOMO and LUMO comes out at 0.213 Eh. The value obtained for the energy above the lowest of the compared OMol25 structures with the same formula, charge and spin is 0.000 eV. Its energy is -948.6574 Ha. As for the charge: 0.

Positions of all 21 atoms, in Å:
C1 -3.199 1.591 -2.305
O1 -2.052 1.769 -1.572
C2 -0.720 -1.352 -0.046
H1 -3.189 2.103 -3.295
H2 -3.401 0.518 -2.518
H3 -4.084 2.010 -1.773
H4 -1.282 -0.729 0.666
H5 -1.386 -2.173 -0.342
C3 2.651 1.083 1.231
O2 1.739 0.207 0.593
C4 1.328 -0.872 1.423
C5 0.541 -1.893 0.626
H6 2.879 1.900 0.535
H7 2.211 1.501 2.150
H8 3.581 0.550 1.483
H9 0.716 -0.471 2.249
H10 2.225 -1.341 1.858
H11 0.263 -2.689 1.333
H12 1.202 -2.347 -0.126
K1 0.430 1.469 -1.138
H13 -0.452 -0.833 -1.032



# 11
The following is a DFT calculation (ωB97M-V with the def2-TZVPD basis set) of a cluster of 2 separate species, C5H13N in total at a distorted geometry.

The gap between HOMO and LUMO (spin up / spin down) comes out at 0.100 / 0.308 Eh. The value obtained for the energy above the lowest of the compared OMol25 structures with the same formula, charge and spin is 1.233 eV. As for the multiplicity: 2. Its expectation value of S² is 0.750. Its energy is -252.9562 Ha. As for the charge: -1.

Positions of all 19 atoms, in Å:
C1 0.874 -1.211 -0.700
C2 0.620 -2.134 0.564
C3 0.974 -1.407 1.867
H1 0.987 -0.164 -0.402
H2 -0.023 -1.062 -1.305
H3 1.754 -1.492 -1.266
H4 1.115 -3.089 0.452
H5 -0.465 -2.192 0.452
H6 1.265 -0.369 1.757
H7 0.129 -1.443 2.564
H8 1.752 -1.975 2.389
C4 -1.896 1.481 -1.548
C5 -1.129 1.758 -0.481
N1 -0.254 2.815 -0.374
H9 -2.048 2.213 -2.327
H10 -2.379 0.513 -1.614
H11 -0.907 1.024 0.284
H12 -0.462 3.672 -0.864
H13 0.092 3.062 0.553



# 12
The following is a DFT calculation (ωB97M-V with the def2-TZVPD basis set) of the ion C5H13N with charge -1 at a distorted geometry.

The gap between HOMO and LUMO (spin up / spin down) comes out at 0.102 / 0.323 Eh. The value obtained for the energy above the lowest of the compared OMol25 structures with the same formula, charge and spin is 1.022 eV. As for the multiplicity: 2. Its expectation value of S² is 0.750. Its energy is -252.9639 Ha. As for the charge: -1.

Positions of all 19 atoms, in Å:
C1 -1.171 1.246 0.139
C2 -1.688 0.533 1.386
C3 0.310 0.915 -0.126
N1 0.497 -0.570 -0.169
C4 0.186 -1.186 -1.478
C5 1.887 -0.905 0.264
H1 -1.198 2.334 0.222
H2 -1.707 0.873 -0.734
H3 -2.776 0.478 1.311
H4 -1.258 -0.459 1.527
H5 -1.566 1.120 2.318
H6 0.928 1.329 0.681
H7 0.772 1.207 -1.068
H8 -0.174 -2.215 -1.223
H9 1.028 -1.045 -2.199
H10 -0.648 -0.709 -1.997
H11 2.054 -1.976 0.364
H12 2.608 -0.535 -0.465
H13 1.918 -0.436 1.247